--- i ---
{
  "formula": "C2H9NS",
  "method": "ωB97M-V/def2-TZVPD",
  "multiplicity": 1,
  "homo_ev": -8.79,
  "gap_ev": 8.0,
  "charge": 0,
  "species": ["N", "H", "H", "H", "H", "C", "C", "S", "H", "H", "H", "H", "H"],
  "xyz": [[-1.482, -0.999, -2.845], [-1.811, -1.780, -2.290], [2.816, 4.751, 3.079], [-0.817, -0.521, -2.253], [-0.887, -1.351, -3.595], [-0.659, -1.317, 1.011], [-0.018, -0.231, 0.367], [1.315, -1.372, -0.254], [3.166, 5.378, 3.275], [-0.250, -1.432, 2.025], [-1.391, -2.013, 0.647], [0.411, 0.420, 1.180], [-0.393, 0.468, -0.348]],
  "nbo_charge": [-1.06, 0.35, 0.00, 0.35, 0.36, -0.20, -0.57, -0.12, 0.00, 0.22, 0.22, 0.22, 0.23]
}

--- ii ---
{
  "formula": "C2H9NS",
  "method": "ωB97M-V/def2-TZVPD",
  "multiplicity": 1,
  "homo_ev": -8.18,
  "gap_ev": 9.1,
  "charge": 0,
  "species": ["C", "S", "C", "H", "H", "H", "H", "H", "H", "N", "H", "H", "H"],
  "xyz": [[-1.924, 1.617, -0.271], [-2.562, -0.118, -0.192], [-1.160, -0.776, 0.689], [-1.798, 1.947, -1.266], [-0.987, 1.537, 0.151], [-2.506, 2.121, 0.385], [-0.881, -1.511, -0.143], [-0.429, 0.019, 0.990], [-1.328, -1.658, 1.591], [3.301, -0.792, -0.350], [3.172, -1.674, -0.782], [4.187, -0.596, 0.098], [2.915, -0.118, -0.901]],
  "nbo_charge": [-0.69, 0.15, -0.79, 0.22, 0.20, 0.21, 0.23, 0.23, 0.23, -1.09, 0.36, 0.37, 0.36]
}

The winner here is ii, beating the second structure by 1.392 eV.